[1]
C12H12InO16P | ωB97M-V/def2-TZVPD

XYZ file:
```
42
Properties=species:S:1:pos:R:3:forces:R:3
In -0.67389 0.67505 0.19658 0.5 -0.5 -0.1
C 2.63483 2.76803 3.68801 -1.4 -1.4 -2.0
C 3.35158 2.27870 4.77154 0.6 2.5 2.0
C 3.27635 0.83104 5.17375 1.7 -3.6 0.6
O 4.01484 0.27524 6.07636 -0.3 2.0 0.0
C 2.51479 -0.05351 4.43307 -1.4 1.1 -2.1
C 1.67896 0.39312 3.33754 -0.2 0.2 1.6
C 1.78113 1.91040 2.89478 0.6 -0.6 0.8
O 1.07810 2.21727 1.92742 0.1 0.9 -0.1
O 0.77246 -0.29618 2.87025 0.3 0.0 -0.7
O 3.98870 3.08744 5.53053 -0.1 -0.9 -0.6
H 2.66930 3.80151 3.36727 0.2 0.2 0.3
H 2.42991 -1.10803 4.64932 0.2 0.0 0.4
C -0.12532 -1.02606 -4.62825 -1.0 0.1 2.2
C -0.81140 -2.01681 -5.32661 3.2 -0.7 -2.1
C -1.71646 -3.01183 -4.58945 -1.4 -1.9 0.5
O -2.35668 -3.96273 -5.14636 0.7 1.1 -1.0
C -1.80821 -2.93757 -3.19599 1.3 1.3 0.6
C -1.09635 -1.97292 -2.40889 -1.4 0.6 -0.8
C -0.27420 -0.87888 -3.21526 -0.5 0.7 0.2
O 0.10820 0.13276 -2.58996 0.4 -0.6 0.1
O -1.30948 -1.82282 -1.20041 0.6 0.1 -0.1
O -0.36169 -2.23413 -6.51366 -1.9 -0.4 0.5
H 0.57909 -0.36162 -5.10716 -0.1 0.0 -0.3
H -2.49028 -3.56413 -2.64024 0.0 -0.3 -0.2
P -3.53133 -1.12305 1.81468 0.7 0.2 0.2
O -3.41459 0.12529 0.91451 -0.7 -1.3 1.2
O -2.07157 -1.58726 2.06134 0.4 -0.7 -1.5
O -4.45888 -2.24200 1.35864 0.5 0.5 0.1
O -3.81640 -0.85169 3.29729 -1.7 1.0 0.4
O 1.22061 -1.55603 -0.04863 0.5 -0.2 0.0
H 1.06748 -2.37167 0.44003 -0.3 0.2 0.1
H 2.08242 -1.66769 -0.46042 0.0 0.1 0.0
O -0.62490 3.15485 -1.36771 -0.1 0.5 -0.2
H -0.19661 3.93184 -0.99149 0.1 -0.2 0.2
H -0.95714 3.44048 -2.22550 0.0 -0.2 -0.1
O -2.96677 0.70744 -1.63935 -0.6 0.2 -0.3
H -3.53653 1.07604 -2.32068 0.1 -0.1 -0.1
H -3.56894 0.29406 -0.99092 0.5 0.1 0.1
O 1.99118 1.69085 -0.56659 0.5 0.0 -0.4
H 2.42951 1.40895 -1.37847 -0.3 -0.1 -0.1
H 2.49818 2.44627 -0.25092 -0.2 -0.1 0.4
```
Forces are in eV/Å.

Results
Electronic energy   -2199.48835 a.u.
Charge   -4
E_LUMO   0.20582 hartree

These are the Mulliken partial charges, in e, on atoms 1 to 2: 0.49 -1.15

---

[2]
C18H54N14O33P2 | ωB97M-V/def2-TZVPD

XYZ file:
```
121
Properties=species:S:1:pos:R:3:forces:R:3
C -4.35989 3.55890 4.58850 0.5 0.2 -0.2
O -3.66484 2.94492 3.50046 -0.2 -0.1 0.3
C -3.65951 1.53456 3.56173 0.4 -0.5 -0.7
C -3.83652 0.99377 2.15014 -0.3 0.6 0.4
O -2.77076 1.49417 1.36001 0.2 -0.5 0.0
C -2.29902 0.60768 0.35025 0.1 0.5 0.5
P -1.67572 1.53015 -1.11438 0.1 -1.0 -0.9
P -2.88488 3.31772 -1.23560 0.6 1.5 -0.2
O -1.98263 4.47865 -1.38666 -0.1 -0.3 0.2
O -3.98103 3.44230 -0.07192 0.0 -0.1 -0.8
O -3.78442 3.18899 -2.56755 -0.4 -0.4 1.1
H -3.72541 4.35014 4.99272 -0.1 0.1 -0.1
H -5.28634 3.99634 4.22203 -0.1 0.0 0.2
H -4.54897 2.85065 5.39687 -0.2 -0.1 -0.1
H -4.43788 1.14137 4.21118 -0.2 0.1 0.0
H -2.69944 1.14937 3.92928 0.0 0.2 0.2
H -3.88449 -0.09908 2.14858 0.1 0.0 0.0
H -4.78057 1.39904 1.76358 0.0 -0.2 -0.1
H -3.06146 -0.10277 0.02223 -0.1 0.1 -0.1
H -1.46699 0.01763 0.74239 0.0 -0.1 -0.1
H -0.43030 2.05108 -0.70955 -0.4 0.3 0.4
H -3.56467 3.59760 0.78941 -0.1 -0.3 0.2
H -4.68607 2.92283 -2.33330 0.0 0.0 -0.3
C 0.03599 -1.96854 -3.23682 0.0 0.0 0.1
N -0.97175 -1.76966 -2.16238 -0.1 0.0 0.0
O -0.57089 -1.54422 -1.03569 0.0 0.0 0.0
O -2.14348 -1.83786 -2.47085 0.0 0.0 0.0
H 1.02156 -1.87435 -2.81086 0.0 0.0 0.1
H -0.11992 -2.96068 -3.65102 -0.1 0.1 -0.1
H -0.14097 -1.20462 -3.98878 -0.1 0.0 0.0
C -5.70406 5.53144 8.35045 0.1 0.1 0.0
N -6.11574 5.19599 6.95980 0.0 0.0 0.0
O -5.69331 5.88874 6.05698 -0.1 0.0 0.1
O -6.84879 4.23851 6.82291 0.0 0.0 0.0
H -5.05547 6.39851 8.31517 0.0 0.0 -0.1
H -6.60854 5.73552 8.91515 0.0 -0.1 0.0
H -5.18768 4.66483 8.75383 -0.1 0.0 0.0
C -2.74692 5.36576 -4.68699 0.2 0.2 0.0
N -3.17567 5.32857 -6.11202 0.0 0.0 0.0
O -2.78438 6.21071 -6.84921 0.0 0.0 0.0
O -3.89588 4.40980 -6.44476 0.0 0.0 0.0
H -2.11607 6.23382 -4.54008 0.0 0.0 -0.1
H -3.64093 5.42335 -4.07665 0.0 -0.1 0.0
H -2.20582 4.44878 -4.48124 -0.1 -0.1 0.0
C 5.12301 -0.98126 -4.39027 -0.1 -0.3 -0.2
N 3.81838 -0.87600 -3.68519 0.0 0.0 0.0
O 3.04916 -1.81879 -3.76075 0.2 0.0 -0.1
O 3.59745 0.14441 -3.07293 0.0 0.0 0.0
H 5.16179 -1.94483 -4.88602 -0.1 0.0 0.0
H 5.17360 -0.16563 -5.10457 0.0 0.1 0.1
H 5.90005 -0.88830 -3.64444 0.1 0.1 0.1
C 8.65513 1.42024 -1.43853 0.1 0.2 0.0
N 7.62418 0.63411 -2.16669 0.1 0.1 0.0
O 6.95241 1.20061 -3.00169 0.1 0.0 0.0
O 7.53034 -0.54136 -1.87365 -0.2 -0.1 0.0
H 8.62717 2.43990 -1.80315 0.0 0.0 0.0
H 8.41278 1.36988 -0.38141 0.0 -0.1 0.0
H 9.61457 0.94969 -1.63579 0.0 -0.1 0.1
C -1.58913 -6.57158 -4.84409 -0.1 0.1 -0.1
N -0.30028 -5.82759 -4.86539 0.0 0.0 0.0
O -0.25867 -4.78469 -5.49277 0.0 0.0 0.1
O 0.62577 -6.30956 -4.25413 0.0 0.0 0.0
H -2.31359 -6.01837 -5.42955 0.0 0.0 0.0
H -1.40220 -7.55340 -5.26816 0.0 0.0 0.1
H -1.89747 -6.65316 -3.80633 0.1 -0.1 0.0
C 9.31423 -3.57834 -1.00062 -0.2 0.0 -0.1
N 10.54804 -2.74942 -1.06964 -0.1 -0.1 0.0
O 10.51122 -1.73579 -1.73684 0.1 0.1 0.0
O 11.51054 -3.15220 -0.45525 0.1 0.1 0.1
H 8.54613 -3.09635 -1.59397 0.0 0.1 0.0
H 9.56579 -4.56089 -1.38996 0.1 0.0 0.1
H 9.02551 -3.64182 0.04397 0.1 -0.1 0.0
C -4.89669 -2.81559 5.26486 0.1 -0.1 0.0
N -4.79259 -1.33346 5.34945 0.0 0.0 0.0
O -3.68450 -0.84462 5.46064 0.0 -0.1 0.1
O -5.82871 -0.70707 5.30213 0.0 0.0 0.0
H -3.89838 -3.23270 5.31993 0.0 0.0 0.0
H -5.51038 -3.14354 6.09828 -0.1 0.0 0.0
H -5.37446 -3.05394 4.31932 -0.1 0.0 0.0
C 1.43622 -3.59672 -7.80619 -0.1 0.1 -0.1
N 2.34296 -4.28845 -8.76068 0.0 0.0 0.0
O 1.85922 -4.73425 -9.78335 0.0 0.0 0.0
O 3.51469 -4.35928 -8.45583 0.0 0.0 0.0
H 0.43220 -3.61037 -8.21202 0.0 0.0 0.0
H 1.48341 -4.12552 -6.86161 0.1 0.0 0.0
H 1.79838 -2.57842 -7.69861 0.0 0.0 0.0
C -2.22491 0.32626 8.71714 0.1 -0.1 -0.1
N -3.58483 0.67365 9.20969 -0.1 0.0 0.0
O -4.39830 -0.22214 9.32449 0.1 0.0 0.0
O -3.79654 1.84076 9.45597 0.0 0.0 0.0
H -2.18390 -0.74034 8.53306 -0.1 0.0 0.0
H -2.07022 0.88829 7.80089 0.0 0.0 0.0
H -1.51141 0.62299 9.47977 0.0 0.1 0.0
C -7.64746 -0.19251 9.54040 0.1 0.0 0.1
N -8.71860 0.39050 10.39464 0.0 0.0 0.0
O -8.38777 0.91962 11.43523 0.0 0.0 0.0
O -9.85829 0.29485 9.98849 0.0 0.0 0.0
H -6.69222 -0.03482 10.02247 0.0 0.0 0.0
H -7.86493 -1.25079 9.42968 -0.1 0.0 -0.1
H -7.68874 0.31142 8.57903 -0.1 0.0 0.0
C 13.97302 -5.73580 0.54618 0.0 0.2 0.0
N 12.95292 -6.55362 -0.16543 0.0 0.1 0.0
O 12.26486 -5.99195 -0.98980 -0.1 -0.1 -0.1
O 12.87991 -7.72689 0.13491 0.0 0.0 0.0
H 13.91227 -4.71916 0.17548 -0.1 0.0 0.0
H 13.74450 -5.78481 1.60630 0.0 -0.1 0.0
H 14.94332 -6.17795 0.34166 0.0 -0.1 0.1
C 0.35508 -1.29940 -11.33839 0.1 0.0 0.0
N -0.65969 -1.11112 -10.26494 0.0 0.0 0.0
O -0.25976 -0.88031 -9.14043 0.0 0.0 0.0
O -1.82235 -1.20713 -10.58859 0.0 0.0 0.0
H 1.34069 -1.18700 -10.90298 0.0 0.0 0.0
H 0.21492 -2.29636 -11.74519 -0.1 0.0 0.0
H 0.16859 -0.54425 -12.09576 -0.1 0.0 0.0
C -0.79417 5.50777 1.63155 0.1 -0.1 -0.1
N -0.68526 6.89406 2.15984 0.0 0.0 0.0
O 0.42636 7.34137 2.35749 0.0 0.0 0.0
O -1.72405 7.48751 2.35971 0.0 0.0 0.0
H 0.20529 5.10876 1.50736 0.0 0.1 0.0
H -1.35975 4.92767 2.35711 -0.1 0.0 0.0
H -1.31531 5.55486 0.67708 0.0 0.0 0.0
```
Forces are in eV/Å.

Results
Electronic energy   -4649.15567 a.u.
Charge   0
E_LUMO   -0.01672 hartree

These are the Mulliken partial charges, in e, on atoms 1 to 2: -0.91 -0.25

---

[3]
C14H27CaO30PS6Ti2 | ωB97M-V/def2-TZVPD

XYZ file:
```
81
Properties=species:S:1:pos:R:3:forces:R:3
Ti -0.74130 4.39856 -2.33293 1.4 -0.3 -0.8
Ti 0.87661 1.74249 -4.43745 0.5 -0.2 0.3
Ca 2.82358 3.63828 -2.01837 -1.0 -0.4 -0.9
P 1.44277 4.40318 -4.25065 1.6 9.0 -4.7
O 2.01146 5.60273 -5.09257 -2.8 -2.6 1.0
O 0.04538 3.77700 -4.41070 -0.9 -1.0 -0.2
O 1.32550 4.99186 -2.81519 -0.5 -0.3 3.3
O 2.58940 3.45788 -4.27811 1.7 -4.8 1.8
C -0.05799 0.51336 -0.22664 1.3 0.7 -1.2
C 0.54081 1.35135 -1.39759 -0.4 0.7 1.6
O 1.07528 0.78572 -2.33666 0.2 -1.1 -1.4
O 0.50424 2.63974 -1.31850 0.2 0.4 0.4
H -1.05618 0.22809 -0.55880 -0.1 -0.1 0.6
H 0.01220 1.07649 0.70398 -0.6 0.1 -0.1
H 0.60392 -0.34784 -0.13545 -0.3 -0.3 -0.1
C -1.59013 -3.27395 0.90623 1.5 0.3 1.5
C -1.68738 -4.17295 2.17636 0.9 -0.7 -0.9
O -2.19941 -5.42514 1.66929 1.0 -1.2 -1.0
S -1.53318 -5.70973 0.10596 0.0 1.1 0.6
O -2.40868 -6.55952 -0.67370 1.1 1.7 1.6
O -0.08621 -5.99872 0.06482 -3.4 1.2 0.7
O -1.88050 -4.06827 -0.18062 -0.6 -2.5 -2.2
H -0.57899 -2.93957 0.67408 0.2 0.5 0.9
H -2.24465 -2.42650 1.11004 -0.4 -0.1 -1.1
H -2.34107 -3.73894 2.93295 -0.3 -0.5 -0.2
H -0.71365 -4.37622 2.62203 0.1 0.2 0.0
C 3.22583 -2.00065 -2.38224 -2.1 0.1 -0.7
C 4.03048 -2.81708 -3.41487 -0.2 0.4 0.8
O 4.74184 -1.88623 -4.19989 -0.2 2.6 -1.1
S 4.05786 -0.34346 -4.16563 0.8 -0.9 -0.1
O 2.86016 -0.31172 -5.03101 2.2 0.1 2.0
O 5.15047 0.65764 -4.37317 -3.5 -3.1 1.3
O 3.55126 -0.62815 -2.52415 2.3 2.0 -1.6
H 3.26900 -2.41844 -1.37641 0.8 0.6 0.1
H 2.15827 -1.91045 -2.58298 -0.3 -1.1 -0.4
H 3.36652 -3.41838 -4.03593 0.2 -0.2 0.1
H 4.80062 -3.36981 -2.87686 -0.2 -0.4 -0.3
C 1.55207 4.14798 3.41548 0.6 -0.8 -1.2
C 1.05418 2.93804 2.62101 1.0 1.5 0.7
O -0.10749 2.59440 3.35410 -1.1 -0.9 1.0
S 0.25244 2.52766 4.96598 1.5 -0.8 -0.8
O 0.81129 1.19130 5.30615 -0.6 3.4 -1.3
O -0.80570 2.99002 5.80385 0.7 0.0 -1.1
O 1.41402 3.76167 4.74841 -1.1 -1.5 2.2
H 0.98215 5.02644 3.11282 -0.2 0.1 0.6
H 2.60492 4.32232 3.19365 0.1 0.1 0.3
H 1.77709 2.12503 2.68817 -0.1 0.1 -0.5
H 0.90511 3.37389 1.63313 -0.9 -1.0 -0.3
C 2.67290 -1.63938 3.96271 -1.7 -0.5 -0.6
C 2.20159 -0.59282 2.89688 0.7 1.5 0.5
O 2.77885 -0.95391 1.65253 0.8 -1.8 -1.1
S 3.27913 -2.52184 1.59535 -1.5 -1.5 1.3
O 4.55842 -2.68804 0.94039 -1.9 0.9 1.2
O 2.17344 -3.42356 1.19407 2.3 2.4 0.9
O 3.43323 -2.62004 3.28169 1.0 -0.1 -2.7
H 1.78961 -2.18870 4.28850 -0.1 0.3 0.4
H 3.22987 -1.29680 4.83479 0.0 0.4 -0.4
H 2.55712 0.42493 3.05776 0.8 -0.3 0.5
H 1.15352 -0.32093 2.77148 -0.5 -1.3 0.2
C -4.91457 -0.73476 3.41384 -0.7 -2.2 -1.2
C -3.45385 -0.48071 3.54949 1.8 1.3 0.8
O -3.15319 0.69371 2.75631 -0.6 0.2 -1.3
S -4.14696 0.74943 1.43977 0.7 3.0 1.1
O -3.49378 -0.11255 0.43920 -2.0 1.7 1.4
O -4.54203 2.20811 1.17698 1.5 -6.0 0.6
O -5.32890 0.01490 2.28265 -0.7 1.8 -1.6
H -5.51507 -0.68295 4.32203 -0.1 1.3 -0.2
H -5.17914 -1.72392 3.04013 0.7 -0.6 0.5
H -2.76561 -1.28272 3.28264 -0.3 -0.2 -0.3
H -3.16053 -0.12748 4.53807 -0.2 -0.3 0.2
C -2.91529 1.85779 -2.77276 0.5 -0.4 2.7
C -3.07951 0.35742 -2.99332 1.0 0.9 -1.3
O -3.45674 0.50353 -4.33399 -0.4 -1.3 -4.4
S -2.40000 1.43562 -5.24116 -3.5 -0.2 -0.9
O -3.12934 1.91378 -6.45272 2.2 -1.1 4.2
O -1.12933 0.75566 -5.48339 -1.1 1.2 1.2
O -2.41429 2.48846 -3.96431 0.6 -0.4 -1.1
H -2.20670 1.99469 -1.95591 0.4 0.5 -0.1
H -3.83729 2.30538 -2.40171 -0.1 0.2 -0.7
H -3.83319 -0.21387 -2.45139 -0.1 0.6 0.0
H -2.15655 -0.21985 -3.04804 0.4 0.1 0.8
```
Forces are in eV/Å.

Results
Energy above the lowest of the compared OMol25 structures with the same formula, charge and spin   38.8 kcal/mol
Electronic energy   -7913.62665 a.u.
2S+1   7
Charge   0
⟨S²⟩   12.005
E_LUMO (spin up / spin down)   -0.05851 / -0.06683 hartree

These are the Mulliken partial charges, in e, on atoms 1 to 2: 0.15 0.79

---

[4]
C2H6N2OS | ωB97M-V/def2-TZVPD

XYZ file:
```
12
Properties=species:S:1:pos:R:3:forces:R:3
N 1.92657 -1.21306 -0.08749 1.0 0.6 0.6
N 0.64051 -0.71973 -0.21062 -2.3 -0.1 -0.5
C 0.32357 0.61891 -0.07289 0.6 -0.9 -0.4
O 1.19160 1.46771 0.09872 -1.0 -0.5 0.0
C -1.18178 0.91375 -0.23358 -0.4 2.0 0.1
S -2.30083 -0.49284 -0.06136 -0.4 -0.1 0.5
H 2.12331 -1.12578 0.92209 0.6 -0.1 -0.8
H 2.57714 -0.58102 -0.60354 -0.7 -0.6 0.7
H -0.11481 -1.43839 -0.37448 1.3 1.4 0.3
H -1.51171 1.68619 0.51911 0.7 -0.8 -0.6
H -1.39760 1.47584 -1.20638 0.5 -1.2 1.0
H -2.27595 -0.59158 1.31041 0.1 0.1 -0.9
```
Forces are in eV/Å.

Results
Energy above the lowest of the compared OMol25 structures with the same formula, charge and spin   29.6 kcal/mol
Electronic energy   -662.71966 a.u.
Charge   0
SMILES string   NNC(=O)CS
E_LUMO   0.02358 hartree

These are the Mulliken partial charges, in e, on atoms 1 to 2: -0.77 0.10